No. 1
ORCA calculation (the ωB97M-V functional and the def2-TZVPD basis) on a molecular structure, C28H60AlCaCsF8N2O10P2Si2 at a distorted geometry.

## Properties
molar mass: 1054.86 Da
maximum force: 5.58 eV Å⁻¹
LUMO level: -4.894 eV
electronic energy: -4964.83088 hartree
Kohn-Sham gap: 1.3 eV

```
! wB97M-V def2-TZVPD RIJCOSX def2/J DEFGRID3
* xyz 0 1
Cs 2.55 2.85 1.41
Ca -7.30 -1.50 -1.54
P 5.03 3.22 -0.89
P -1.88 -0.27 -2.06
Si 1.04 0.69 7.14
Si 0.86 -0.68 9.84
Al 5.42 -0.77 -2.10
F 5.45 1.68 -0.87
F 3.54 3.74 -0.73
F 5.36 4.60 -1.62
F 4.60 2.65 -2.33
F 6.52 3.57 -0.45
F 4.69 3.07 0.65
F 4.68 -3.89 -2.24
F -2.26 2.12 -0.56
O 7.14 2.48 -3.40
O -1.02 -4.38 -2.76
O -2.29 -1.31 -3.34
O 8.44 1.08 -2.15
O -8.27 -2.30 -6.53
O -4.35 5.03 1.11
O -4.74 0.27 -4.07
O 9.02 3.19 -2.57
O -3.43 3.13 1.74
O -5.24 3.04 0.78
N 6.35 5.84 -4.14
N 0.42 -0.57 8.16
C -2.08 -3.62 -2.13
C 2.48 0.15 -4.39
C 4.35 -2.25 -3.85
C 0.00 -2.18 10.60
C 2.91 0.65 6.98
C 4.92 -0.89 -4.43
C 0.52 2.40 7.72
C -7.76 -2.47 -7.75
C -4.34 3.80 1.21
C 2.71 -0.94 10.09
C 2.82 -2.43 -3.55
C 1.92 -1.20 -3.84
C 0.31 -1.26 -3.62
C -3.21 -4.72 -1.70
C -6.92 -3.76 -7.73
C -4.82 -0.32 -1.55
C -1.29 1.03 -0.80
C 0.79 0.77 0.96
C -0.73 0.40 0.60
C 0.35 0.48 5.40
C -3.34 -0.68 -0.95
C -2.84 -2.58 -3.10
C 8.15 2.15 -2.70
C -4.81 0.80 -2.71
C 0.31 0.82 10.83
C 3.98 0.33 -4.69
C -0.10 -0.94 -2.07
C -6.00 -0.29 -4.51
H -1.37 -4.73 -3.62
H 3.24 1.33 6.19
H -3.39 -1.76 -0.54
H -3.96 -2.64 -2.79
H -5.38 -1.26 -1.93
H 3.26 -0.35 6.73
H 5.86 6.68 -3.82
H 6.02 -0.75 -4.69
H -5.75 -0.99 -5.40
H -2.84 -3.13 -4.13
H -3.89 -4.32 -0.86
H 5.07 -3.14 -3.68
H -3.89 -4.88 -2.63
H -0.38 1.61 -1.23
H 2.39 -3.41 -3.14
H 3.41 0.97 7.90
H 0.72 1.27 4.75
H 0.75 3.15 6.95
H 3.08 -1.75 9.46
H -0.92 -0.73 0.62
H -5.48 0.12 -0.69
H 1.36 1.34 0.11
H 0.05 -1.90 -1.44
H 6.20 5.07 -3.46
H -3.33 -0.06 0.04
H -6.09 -3.70 -7.01
H 4.38 1.33 -5.11
H -5.84 1.33 -2.65
H -6.48 -3.94 -8.72
H -2.76 -5.74 -1.47
H 0.42 0.62 11.90
H 1.36 -0.26 1.07
H -1.08 -2.08 10.53
H -0.74 1.05 10.63
H 1.76 1.03 -4.59
H 0.87 1.31 1.99
H 7.35 6.03 -4.22
H -7.53 -4.64 -7.48
H 3.28 -0.03 9.88
H -0.74 0.53 5.41
H 1.05 2.70 8.63
H 8.46 3.78 -3.10
H -4.04 1.63 -2.52
H -1.76 -3.14 -1.12
H 0.65 -0.48 4.98
H 0.26 -2.26 11.66
H -0.56 2.44 7.91
H 2.91 -1.21 11.13
H -6.75 0.47 -4.91
H -7.08 -1.69 -8.15
H -6.54 -0.95 -3.74
H -8.47 -2.60 -8.59
H -1.39 0.87 1.44
H 0.00 -2.31 -3.95
H 0.92 1.70 10.60
H 5.97 5.55 -5.05
H -2.06 0.85 -2.98
H 0.31 -3.10 10.10
H -0.09 -0.43 -4.32
H 0.69 -0.20 -1.71
*
```

Atomic partial charges in e from the Mulliken method, atoms 1 to 8: Cs 1.320; Ca 1.394; P 0.874; P 0.350; Si 0.295; Si 0.262; Al 0.720; F -0.339

=====

No. 2
ORCA calculation (the ωB97M-V functional and the def2-TZVPD basis) on 8 unconnected molecules or ions with the total composition C28H61FN7O9S.

## Properties
molar mass: 690.90 Da
maximum force: 0.81 eV Å⁻¹
LUMO level: 2.077 eV
energy above the lowest of the compared OMol25 structures with the same formula, charge and spin: 0.0 kJ/mol
electronic energy: -2661.92911 hartree
Kohn-Sham gap: 3.4 eV

```
! wB97M-V def2-TZVPD RIJCOSX def2/J DEFGRID3
* xyz -1 1
S 4.02 0.89 0.41
F -1.23 2.22 1.60
O -1.20 2.40 -1.91
O -5.92 5.86 0.49
O 1.47 -3.28 3.34
O 2.61 0.77 -2.97
O -3.21 0.25 3.96
O 6.62 -5.00 -1.09
O 1.15 -2.98 -4.55
O 0.83 -1.15 3.32
O 5.54 -1.07 2.18
N 5.91 -3.27 2.54
N 4.78 -3.94 -1.91
N -4.97 -1.14 4.22
N -3.18 3.52 -1.72
N -0.64 -4.19 -3.85
N 1.80 1.26 -5.03
N -5.13 6.82 2.39
C 0.94 0.08 -4.98
C 1.78 2.12 -6.18
C 4.98 -2.77 -1.07
C 2.76 2.20 0.20
C -3.16 3.94 -3.11
C -4.49 7.89 1.64
C 4.55 -3.45 3.06
C 3.64 -3.97 -2.80
C -6.39 -1.30 4.45
C -5.02 6.80 3.83
C -2.02 -4.20 -3.42
C 1.42 1.65 -0.26
C 0.10 -5.43 -3.90
C 6.27 -2.04 2.14
C 2.59 1.49 -3.95
C -0.38 -0.32 3.26
C 0.19 1.90 1.99
C 0.65 -2.42 3.08
C -4.27 3.93 -0.86
C -4.13 -2.31 4.06
C 0.69 0.98 0.91
C 5.65 -4.96 -1.83
C -4.39 0.08 4.15
C -2.16 2.76 -1.25
C -0.01 -3.05 -4.20
C 6.80 -4.41 2.46
C 0.04 1.16 3.31
C -5.81 5.88 1.70
H 3.81 -3.17 2.31
H -2.41 -3.18 -3.44
H 4.97 -3.05 -0.02
H -3.99 8.56 2.34
H 0.35 0.03 -5.89
H 6.97 -4.84 3.45
H -0.17 0.41 0.52
H -0.65 1.68 3.98
H -4.32 5.02 -0.81
H 4.19 -2.05 -1.26
H 7.75 -4.09 2.04
H -5.45 7.70 4.26
H -0.96 -0.54 2.37
H -4.04 4.54 -3.32
H 3.20 2.91 -0.49
H -2.10 -4.59 -2.40
H -5.23 8.45 1.07
H -3.64 -2.28 3.08
H -6.86 -1.83 3.61
H 3.68 -3.14 -3.51
H 2.65 2.72 1.15
H 5.94 -2.31 -1.29
H -6.25 5.11 2.35
H -0.99 -0.56 4.13
H -4.10 3.53 0.14
H -2.25 2.51 -0.18
H -6.57 -1.87 5.37
H -5.10 0.92 4.28
H -0.29 -2.70 2.60
H 0.97 -5.39 -3.24
H 1.53 -0.82 -4.87
H 0.28 0.17 -4.11
H -2.26 4.52 -3.32
H 1.02 1.18 3.79
H 4.39 -2.82 3.93
H 0.81 2.38 -0.77
H 0.46 -5.62 -4.91
H 3.64 0.26 1.52
H 1.65 0.87 -0.99
H 1.40 0.27 1.36
H -5.56 5.93 4.22
H 2.07 1.57 -7.08
H 3.62 -4.91 -3.36
H 6.38 -5.18 1.80
H -3.35 -2.32 4.82
H -0.65 -2.16 -4.12
H 2.48 2.94 -6.03
H 3.20 2.41 -4.04
H -3.76 7.48 0.95
H 0.78 2.54 -6.33
H -0.54 -6.25 -3.59
H -4.74 -3.20 4.14
H -2.62 -4.82 -4.08
H 5.39 -5.80 -2.51
H -6.86 -0.32 4.55
H 4.41 -4.50 3.33
H -5.22 3.55 -1.24
H 2.71 -3.88 -2.23
H -3.16 3.07 -3.77
H -3.98 6.73 4.13
H 7.30 -1.99 1.75
*
```

Atomic partial charges in e from the Mulliken method, atoms 1 to 8: S -0.129; F -0.208; O -0.622; O -0.614; O -0.578; O -0.550; O -0.496; O -0.595

=====

No. 3
ORCA calculation (the ωB97M-V functional and the def2-TZVPD basis) on a molecular structure, C28H61NO13PS2 at a distorted geometry.

## Properties
molar mass: 714.90 Da
maximum force: 1.83 eV Å⁻¹
LUMO level: 2.141 eV
electronic energy: -3274.19498 hartree
Kohn-Sham gap: 8.0 eV

```
! wB97M-V def2-TZVPD RIJCOSX def2/J DEFGRID3
* xyz -1 1
S 1.43 -1.36 -2.34
S -0.61 -3.13 -2.69
P -3.05 -4.03 -0.02
O -6.66 0.50 2.78
O 2.54 -2.19 -2.75
O 5.27 2.11 -1.33
O 2.46 2.09 2.24
O -2.66 2.94 -4.06
O -2.99 -5.48 0.19
O 3.29 -1.66 2.95
O -0.57 -4.49 -2.22
O -1.75 -3.36 0.62
O -0.33 -2.96 -4.09
O 1.08 -0.33 -3.29
O 2.17 0.89 -1.05
O -4.36 -3.37 0.63
N 0.21 -2.16 -1.71
C 5.53 2.78 -3.64
C 0.16 3.91 -1.37
C -1.78 -1.98 1.00
C -4.54 -2.77 3.01
C -2.25 3.53 -6.37
C -1.97 1.16 -5.54
C 5.76 0.38 -2.94
C 3.72 2.67 2.55
C 4.04 -3.62 4.14
C 5.63 -2.23 2.77
C 1.24 3.04 -1.25
C -1.14 3.43 -1.34
C -6.80 0.41 4.20
C -8.23 0.72 4.61
C 5.98 1.83 -2.54
C -1.85 2.64 -5.20
C -5.81 1.34 4.88
C 4.24 3.44 1.35
C -4.70 -3.83 1.95
C 1.03 1.67 -1.10
C -3.24 -3.63 -1.78
C -1.34 2.06 -1.15
C -0.73 -1.76 2.08
C 4.20 -2.75 2.90
C 4.68 1.57 2.96
C -2.32 -2.58 -2.42
C -0.26 1.18 -1.03
C 1.97 -0.48 -0.83
H -1.96 4.11 -1.47
H 5.73 -1.60 1.88
H 4.46 2.66 -3.84
H 4.26 -3.04 5.04
H -3.29 3.35 -6.65
H 1.32 -0.70 0.01
H 2.59 1.49 1.50
H -3.15 -4.57 -2.30
H 2.26 3.41 -1.28
H -8.93 0.05 4.11
H 4.28 1.01 3.81
H 3.02 -3.98 4.22
H -2.35 1.70 -1.13
H 3.94 -3.32 2.02
H 0.20 -1.44 1.61
H 6.08 -0.29 -2.15
H -2.74 -1.68 1.40
H -1.02 -0.97 2.76
H -3.01 0.91 -5.79
H 3.55 3.35 3.39
H -0.56 -2.67 2.65
H 7.03 2.00 -2.31
H -1.34 0.90 -6.39
H -6.86 1.41 2.52
H 5.66 1.96 3.24
H -0.46 0.13 -0.94
H 2.94 -0.92 -0.60
H -4.98 -1.82 2.74
H 6.34 -3.05 2.70
H -3.58 2.76 -4.28
H 4.81 0.86 2.14
H -2.16 4.58 -6.10
H 3.49 -1.12 3.72
H -2.69 -2.40 -3.43
H 5.68 3.82 -3.33
H -0.83 2.86 -4.90
H -2.32 -1.66 -1.87
H 3.54 4.22 1.06
H -5.87 1.26 5.96
H 6.32 0.13 -3.85
H -6.57 -0.62 4.45
H 4.71 -4.48 4.11
H -1.63 3.33 -7.24
H -6.00 2.38 4.59
H 4.33 1.96 -1.51
H 4.36 2.78 0.50
H -1.68 0.55 -4.69
H -8.37 0.62 5.68
H -5.03 -3.12 3.92
H 5.89 -1.61 3.63
H 4.70 0.18 -3.12
H -4.79 1.10 4.57
H -3.49 -2.67 3.28
H 0.38 4.95 -1.50
H 5.21 3.91 1.57
H -4.15 -4.72 2.23
H -1.56 -1.33 0.16
H -8.50 1.74 4.31
H -5.74 -4.12 1.90
H -4.26 -3.28 -1.91
H 6.08 2.61 -4.56
*
```

Atomic partial charges in e from the Mulliken method, atoms 1 to 8: S 0.847; S 1.236; P 0.812; O -0.528; O -0.697; O -0.525; O -0.564; O -0.461